[1]
{
  "formula": "C4H8O",
  "method": "ωB97M-V/def2-TZVPD",
  "elements": ["C", "C", "C", "C", "O", "H", "H", "H", "H", "H", "H", "H", "H"],
  "xyz": [[-0.8835, -1.1775, -0.9521], [0.1313, 0.5855, -0.5297], [-0.2735, 0.9035, 0.8390], [1.1579, 0.5093, 1.1788], [1.3893, 0.2090, -0.2504], [-0.1764, -1.4422, -1.7353], [-0.9323, -2.0139, -0.2361], [-1.8753, -0.9762, -1.3703], [-0.1215, 0.9721, -1.5160], [-0.7891, 1.8061, 1.1497], [-0.8046, -0.2620, 0.1571], [1.3207, -0.4033, 1.7665], [1.8570, 1.2895, 1.4987]],
  "forces_ev_per_a": [[-0.01, -0.10, -0.15], [-0.22, -0.10, -0.19], [-0.12, 0.05, 0.06], [0.15, -0.03, 0.28], [-0.02, -0.02, -0.15], [-0.05, -0.04, -0.05], [0.05, 0.22, -0.06], [0.15, 0.01, 0.03], [0.04, -0.05, 0.12], [0.14, -0.15, -0.12], [0.04, 0.16, 0.29], [-0.03, 0.15, -0.05], [-0.12, -0.10, -0.01]],
  "e_tot_ha": -232.2182,
  "de_lowest_kcal_mol": 142.7,
  "orbital_gap_ha": 0.3023,
  "e_lumo_ev": 1.028,
  "homo_energy_ev": -7.20
}

***

[2]
{
  "formula": "C4H8O",
  "method": "ωB97M-V/def2-TZVPD",
  "elements": ["C", "C", "C", "C", "O", "H", "H", "H", "H", "H", "H", "H", "H"],
  "xyz": [[0.8187, -0.9496, 1.0128], [-0.2561, -0.5624, -0.0760], [-0.9064, 0.7554, 0.2214], [-0.4555, 0.6545, -1.1762], [0.7107, 1.1712, -1.7160], [0.2544, -1.2726, 1.9133], [1.4396, -0.1194, 1.3746], [1.4934, -1.7882, 0.7947], [1.3394, 0.5280, -1.3835], [-0.8608, -1.4388, -0.2833], [-1.9777, 0.7608, 0.3659], [-0.3283, 1.4102, 0.8591], [-1.2712, 0.8510, -1.9068]],
  "forces_ev_per_a": [[0.05, 0.17, -0.42], [-0.58, 0.12, -0.20], [-0.30, 0.44, 0.43], [-0.01, -1.03, 0.43], [0.61, 0.32, 0.63], [0.02, 0.21, -0.60], [-0.15, -0.01, -0.41], [-0.21, 0.23, -0.39], [0.70, 0.38, -0.36], [-0.39, 0.30, 0.14], [-0.10, 0.34, 0.10], [-0.08, -0.01, 0.30], [0.43, -1.47, 0.37]],
  "e_tot_ha": -232.3582,
  "de_lowest_kcal_mol": 54.9,
  "orbital_gap_ha": 0.3677,
  "e_lumo_ev": 0.996,
  "homo_energy_ev": -9.01,
  "smiles": "C[C@H]1C[C@H]1O"
}